(1)
# C4H10Si

C4H10Si in the gas phase at a distorted geometry (the ωB97M-V functional and the def2-TZVPD basis, OMol25).

The geometry in ORCA input format:
```
! RIJCOSX wB97M-V def2-TZVPD def2/J DEFGRID3
* xyz 0 1
C -0.209 1.557 1.488
C -1.240 0.901 0.749
C -0.211 -0.116 1.038
C 0.131 -1.409 -1.639
Si 1.068 -0.794 -0.109
H 0.387 2.255 0.893
H 0.155 1.776 2.561
H -2.204 0.689 1.263
H -1.391 1.260 -0.290
H -0.215 -0.591 2.008
H -0.498 -2.248 -1.450
H -0.497 -0.515 -1.655
H 0.657 -1.497 -2.690
H 2.027 -1.763 0.301
H 1.825 0.456 -0.776
*
```

Values from the calculation:
HOMO-LUMO gap   10.3 eV
SMILES string   C[SiH2]C1CC1
E_LUMO   0.0425 hartree
E_tot   -12185.203 eV
HOMO energy   -9.15 eV

***

(2)
# C4H11AuBiCl2

A molecular structure, C4H11AuBiCl2 at a distorted geometry (the ωB97M-V functional and the def2-TZVPD basis, OMol25).

The geometry in ORCA input format:
```
! RIJCOSX wB97M-V def2-TZVPD def2/J DEFGRID3
* xyz -1 3
Au 0.136 -0.241 0.298
Cl -0.457 2.651 -1.925
C -1.940 -0.231 0.848
H -2.035 -0.669 1.842
H -2.447 -0.834 0.086
H -2.272 0.811 0.812
Bi 0.426 0.428 -2.690
C 2.569 0.863 -3.276
C -0.885 0.085 -4.517
C 0.485 -1.410 -1.310
H -1.250 -0.950 -4.498
H -1.714 0.802 -4.453
H -0.269 0.273 -5.408
H 3.199 0.045 -2.907
H 2.605 0.927 -4.371
H 2.845 1.817 -2.813
H -0.398 -2.053 -1.435
H 1.446 -1.927 -1.259
Cl 0.065 1.073 2.186
*
```

Values from the calculation:
HOMO-LUMO gap (alpha / beta)   5.9 / 7.4 eV
E_LUMO (alpha / beta)   0.1200 / 0.0987 hartree
E_tot   -38901.481 eV
HOMO energy (alpha / beta)   -2.60 / -4.74 eV

***

(3)
# C4H11B

C4H11B in the gas phase at a distorted geometry (the ωB97M-V functional and the def2-TZVPD basis, OMol25).

The geometry in ORCA input format:
```
! RIJCOSX wB97M-V def2-TZVPD def2/J DEFGRID3
* xyz 0 1
B 2.387 -0.005 0.184
C -0.411 1.344 -0.229
C -1.746 -0.846 0.076
C 0.828 -0.745 -0.336
C -0.349 -0.089 0.294
H 2.380 0.479 1.356
H 1.125 -1.761 0.118
H -1.059 1.836 0.531
H -0.735 1.656 -1.170
H 0.570 1.641 -0.014
H -2.663 -0.380 0.432
H -1.783 -1.878 0.366
H -1.875 -0.889 -0.959
H 0.506 -0.989 -1.378
H 3.507 0.323 -0.176
H -0.057 0.135 1.349
*
```

Values from the calculation:
HOMO-LUMO gap   10.7 eV
SMILES string   BCC(C)C
E_LUMO   0.0089 hartree
E_tot   -5000.023 eV
HOMO energy   -10.45 eV

***

(4)
# C4H11BS

2 unconnected molecules or ions with the total composition C4H11BS at a distorted geometry (the ωB97M-V functional and the def2-TZVPD basis, OMol25).

The geometry in ORCA input format:
```
! RIJCOSX wB97M-V def2-TZVPD def2/J DEFGRID3
* xyz 0 3
B 3.129 -0.418 -0.220
C 3.760 -0.537 1.279
C 2.323 -0.043 -1.266
C -3.662 0.133 0.046
C -2.367 0.717 -0.614
S -0.835 -0.365 -0.166
H 3.264 0.228 1.873
H 4.841 -0.309 1.254
H 3.472 -1.570 1.629
H 2.357 0.687 -2.038
H 1.382 -0.436 -1.432
H -1.178 -0.328 1.149
H -3.895 0.716 0.884
H -4.585 0.294 -0.663
H -3.576 -0.888 0.290
H -1.890 1.655 -0.342
H -2.541 0.464 -1.662
*
```

Values from the calculation:
HOMO-LUMO gap (alpha / beta)   5.7 / 7.6 eV
E_LUMO (alpha / beta)   0.0258 / -0.0547 hartree
E_tot   -15831.876 eV
HOMO energy (alpha / beta)   -5.01 / -9.11 eV

***

(5)
# C4H11BS2

2 unconnected molecules or ions with the total composition C4H11BS2 at a distorted geometry (the ωB97M-V functional and the def2-TZVPD basis, OMol25).

The geometry in ORCA input format:
```
! RIJCOSX wB97M-V def2-TZVPD def2/J DEFGRID3
* xyz 0 1
H 0.001 2.850 0.016
B 0.001 4.108 -0.053
H 1.171 4.472 -0.183
H -0.682 4.415 -1.030
H -0.485 4.553 0.988
C -0.005 -2.607 -0.459
C -1.275 -1.983 0.095
S -1.475 -0.195 -0.194
C -0.003 0.486 0.279
S 1.470 -0.192 -0.200
C 1.274 -1.979 0.089
H 0.002 -3.681 -0.217
H -0.003 -2.524 -1.549
H -2.159 -2.392 -0.407
H -1.381 -2.160 1.170
H 0.002 1.375 0.912
H 1.387 -2.160 1.165
H 2.159 -2.385 -0.421
*
```

Values from the calculation:
HOMO-LUMO gap   5.2 eV
E_LUMO   -0.1114 hartree
E_tot   -26667.967 eV
HOMO energy   -8.26 eV

***

(6)
# C4H11BrN2

2 unconnected molecules or ions with the total composition C4H11BrN2 at a distorted geometry (the ωB97M-V functional and the def2-TZVPD basis, OMol25).

The geometry in ORCA input format:
```
! RIJCOSX wB97M-V def2-TZVPD def2/J DEFGRID3
* xyz 2 1
C 0.053 -0.451 0.154
C 0.656 0.740 0.251
C 2.804 0.729 -0.442
C -1.398 -0.899 0.386
N 0.165 2.076 0.275
N -1.755 -2.271 -0.095
Br -2.763 0.502 -0.477
H 0.497 -1.370 -0.145
H 2.765 1.670 -0.805
H 2.703 -0.049 -1.057
H 3.165 0.692 0.512
H -1.471 -0.745 1.524
H 0.395 2.632 -0.544
H 0.658 2.597 0.995
H -0.961 1.986 0.216
H -1.085 -2.931 0.114
H -2.678 -2.671 0.246
H -1.750 -2.238 -1.107
*
```

Values from the calculation:
HOMO-LUMO gap   9.5 eV
E_LUMO   -0.3064 hartree
E_tot   -77326.959 eV
HOMO energy   -17.87 eV

***

(7)
# C4H11BrOSi

A molecular structure, C4H11BrOSi at a distorted geometry (the ωB97M-V functional and the def2-TZVPD basis, OMol25).

The geometry in ORCA input format:
```
! RIJCOSX wB97M-V def2-TZVPD def2/J DEFGRID3
* xyz 0 3
C -0.044 1.631 -1.459
C 2.019 -0.988 0.359
C -0.506 -2.491 -0.851
C -1.837 2.171 2.626
O -0.034 0.217 -1.345
Si 0.269 -0.912 -0.233
Br -0.435 1.306 1.594
H 0.497 2.180 -0.730
H -1.040 2.061 -1.428
H 0.402 1.970 -2.404
H 2.336 0.043 0.752
H 2.190 -1.624 1.149
H 2.802 -1.223 -0.299
H 0.098 -3.294 -0.621
H -1.567 -2.661 -0.488
H -0.603 -2.383 -1.922
H -2.514 2.516 1.924
H -2.031 1.480 3.376
*
```

Values from the calculation:
HOMO-LUMO gap (alpha / beta)   6.3 / 9.5 eV
E_LUMO (alpha / beta)   0.0250 / -0.0292 hartree
E_tot   -84290.246 eV
HOMO energy (alpha / beta)   -5.61 / -10.26 eV

***

(8)
# C4H11BrS

2 unconnected molecules or ions with the total composition C4H11BrS (the ωB97M-V functional and the def2-TZVPD basis, OMol25).

The geometry in ORCA input format:
```
! RIJCOSX wB97M-V def2-TZVPD def2/J DEFGRID3
* xyz 0 1
Br -1.833 0.994 0.879
C -0.039 2.342 -0.894
C -1.482 1.896 -0.800
H 0.126 2.850 -1.859
H 0.642 1.477 -0.831
H 0.207 3.044 -0.080
H -2.194 2.743 -0.846
H -1.760 1.178 -1.596
S -0.973 -2.287 -2.179
C -3.014 -3.431 -0.639
C -2.741 -2.471 -1.788
H -0.605 -1.798 -0.976
H -2.595 -4.426 -0.862
H -4.100 -3.534 -0.479
H -2.556 -3.056 0.292
H -3.188 -2.848 -2.728
H -3.173 -1.471 -1.588
*
```

Values from the calculation:
HOMO-LUMO gap   9.9 eV
SMILES string   CCBr.CCS
E_LUMO   0.0317 hartree
E_tot   -85204.179 eV
HOMO energy   -9.05 eV

***

(9)
# C4H11Cl2IrO4Sn

A molecular structure, C4H11Cl2IrO4Sn at a distorted geometry (the ωB97M-V functional and the def2-TZVPD basis, OMol25).

The geometry in ORCA input format:
```
! RIJCOSX wB97M-V def2-TZVPD def2/J DEFGRID3
* xyz 0 5
Ir -4.479 0.567 -0.939
Cl -2.749 -0.445 -1.965
C -5.013 2.440 -1.170
C -5.578 -0.552 0.248
H -5.874 2.714 -0.514
H -4.116 3.070 -0.930
H -5.287 2.574 -2.249
H -6.379 0.035 0.758
H -4.882 -1.007 1.001
H -6.031 -1.361 -0.382
Sn -0.110 -0.024 0.010
C 0.052 1.338 -1.702
C 0.082 0.836 1.880
H -0.611 2.171 -1.481
H 1.097 1.643 -1.708
H -0.232 0.794 -2.601
H 0.482 0.188 2.691
H 0.671 1.766 1.868
O 4.154 -1.720 -0.728
Cl 3.484 -1.208 0.421
O 3.268 -2.209 1.449
O 4.112 -0.022 0.962
O 2.035 -0.761 -0.086
*
```

Values from the calculation:
HOMO-LUMO gap (alpha / beta)   7.7 / 7.6 eV
E_LUMO (alpha / beta)   -0.0422 / -0.0895 hartree
E_tot   -46216.966 eV
HOMO energy (alpha / beta)   -8.80 / -10.03 eV

***

(10)
# C4H11INS

A molecular structure, C4H11INS at a distorted geometry (the ωB97M-V functional and the def2-TZVPD basis, OMol25).

The geometry in ORCA input format:
```
! RIJCOSX wB97M-V def2-TZVPD def2/J DEFGRID3
* xyz 1 1
C 0.400 1.176 1.794
C -1.010 0.943 1.020
C 0.326 -0.128 -2.187
C -1.290 -0.291 0.203
N 1.230 -1.086 -1.692
S -0.510 -1.742 0.729
I -2.985 -0.406 -0.931
H 0.464 2.263 2.230
H 0.432 0.451 2.606
H 1.263 0.980 1.245
H -1.828 1.167 1.774
H -1.101 1.795 0.211
H 0.337 0.767 -1.663
H -0.414 -0.486 -2.782
H 0.850 -1.629 -0.691
H 2.175 -0.602 -1.518
H 1.447 -2.082 -2.105
H 0.214 -1.091 1.756
*
```

Values from the calculation:
HOMO-LUMO gap (alpha / beta)   7.0 / 8.5 eV
E_LUMO (alpha / beta)   -0.1642 / -0.1545 hartree
E_tot   -24741.028 eV
HOMO energy (alpha / beta)   -11.44 / -12.75 eV

***

(11)
# C4H11InNO

A molecular structure, C4H11InNO at a distorted geometry (the ωB97M-V functional and the def2-TZVPD basis, OMol25).

The geometry in ORCA input format:
```
! RIJCOSX wB97M-V def2-TZVPD def2/J DEFGRID3
* xyz 3 1
In 0.012 -0.799 2.560
C -1.581 1.089 -1.237
C -0.891 0.252 -0.053
C 0.629 0.152 -0.122
O 1.102 -0.998 0.653
C 2.312 -1.577 0.136
N -1.348 0.637 1.252
H -1.289 2.133 -1.348
H -2.654 1.183 -1.068
H -1.595 0.620 -2.221
H -1.238 -0.777 -0.149
H 1.115 1.074 0.196
H 0.886 -0.036 -1.164
H 3.127 -0.853 0.110
H 2.140 -2.005 -0.851
H 2.732 -2.382 0.739
H -1.103 1.615 1.320
H -2.358 0.670 1.249
*
```

Values from the calculation:
HOMO-LUMO gap   5.3 eV
E_LUMO   -0.7118 hartree
E_tot   -12998.612 eV
HOMO energy   -24.66 eV

***

(12)
# C4H11MgO2

A molecular structure, C4H11MgO2 at a distorted geometry (the ωB97M-V functional and the def2-TZVPD basis, OMol25).

The geometry in ORCA input format:
```
! RIJCOSX wB97M-V def2-TZVPD def2/J DEFGRID3
* xyz 0 2
H 0.505 0.071 2.767
O 0.315 0.049 3.722
C -1.016 0.465 3.929
H -1.724 -0.107 3.306
H -1.257 0.294 4.987
H -1.154 1.536 3.707
C 1.883 0.148 -2.879
O 0.994 -0.073 -1.791
C -0.268 -0.529 -2.116
C -1.162 -0.676 -0.941
Mg 1.486 0.775 0.251
H 2.792 0.588 -2.450
H 2.100 -0.810 -3.368
H 1.446 0.847 -3.607
H -1.905 -1.268 -1.614
H -0.630 -0.175 -3.086
H -0.815 -1.422 -0.210
H -1.590 0.286 -0.606
*
```

Values from the calculation:
HOMO-LUMO gap (alpha / beta)   6.6 / 6.3 eV
E_LUMO (alpha / beta)   0.0161 / 0.0033 hartree
E_tot   -13861.987 eV
HOMO energy (alpha / beta)   -6.20 / -6.23 eV

***

(13)
# C4H11N2

A molecular structure, C4H11N2 at a distorted geometry (the ωB97M-V functional and the def2-TZVPD basis, OMol25).

The geometry in ORCA input format:
```
! RIJCOSX wB97M-V def2-TZVPD def2/J DEFGRID3
* xyz 1 1
C -2.003 0.063 -0.471
C 1.984 -0.339 -0.168
C -3.422 0.033 -0.160
C 3.396 0.037 -0.294
N -1.162 -0.235 0.423
N 1.228 0.023 0.754
H -1.743 0.719 -1.352
H 1.648 -1.127 -0.861
H -3.522 0.817 0.688
H -3.727 -0.923 0.331
H -4.003 0.303 -1.041
H 3.462 0.772 -1.156
H 4.144 -0.808 -0.474
H 3.616 0.608 0.601
H -1.736 -0.649 1.250
H 1.780 0.814 1.302
H 0.062 -0.110 0.628
*
```

Values from the calculation:
HOMO-LUMO gap   11.8 eV
E_LUMO   -0.1258 hartree
E_tot   -7298.707 eV
HOMO energy   -15.22 eV

***

(14)
# C4H11N2

A gas-phase ion, C4H11N2 (charge +1) at a distorted geometry (the ωB97M-V functional and the def2-TZVPD basis, OMol25).

The geometry in ORCA input format:
```
! RIJCOSX wB97M-V def2-TZVPD def2/J DEFGRID3
* xyz 1 1
C 0.447 1.756 0.897
C 0.924 0.864 -0.240
C 1.222 -0.574 0.136
N 0.153 -1.557 -0.262
C -1.100 -1.232 0.005
N -2.150 -1.104 -0.764
H 0.605 1.354 1.897
H -0.621 1.978 0.812
H 0.852 2.764 0.925
H 1.780 1.261 -0.790
H 0.167 0.894 -1.025
H 1.401 -0.709 1.199
H 2.099 -1.007 -0.334
H 0.312 -2.135 -1.083
H -1.172 -0.771 0.991
H -2.784 -0.325 -0.649
H -2.134 -1.458 -1.715
*
```

Values from the calculation:
HOMO-LUMO gap   10.7 eV
SMILES string   CCCNC=[NH2+]
E_LUMO   -0.1643 hartree
E_tot   -7299.440 eV
HOMO energy   -15.18 eV